Entry from the Open Molecules 2025 dataset: C30H42AgGeO3SSi as an isolated structure in a non-equilibrium geometry (ωB97M-V/def2-TZVPD).

For the HOMO energy (alpha / beta), the calculation gives -7.8 / -7.7 eV. Its orbital gap (alpha / beta) is 8.1526 / 4.8405 eV. As for the expectation value of S²: 0.7577.

```
! RIJCOSX wB97M-V def2-TZVPD def2/J DEFGRID3
* xyz 0 2
Ag -0.30960 -0.09944 -0.67650
C -3.04872 -1.97899 2.41713
C -2.64622 -0.61213 2.86433
C -2.66724 0.31152 1.67141
C -3.48432 -0.06522 4.00008
O -1.23475 -0.75012 3.44543
Si 0.19359 -0.58523 2.73032
S 0.49430 -1.70780 0.96263
O 0.33489 1.00019 2.45481
C 1.44355 2.01551 2.25249
C 2.08312 1.59121 0.95303
C 0.63375 3.30542 2.26906
C 2.37316 1.95886 3.38314
O 1.38137 -1.06280 3.75142
C 1.61337 -2.26556 4.56292
C 2.88428 -1.98698 5.33864
C 1.81135 -3.49105 3.69438
C 0.42426 -2.38524 5.51913
H -4.10421 -1.91816 2.17152
H -3.05325 -2.65599 3.35684
H -2.40833 -2.49030 1.74591
H -3.74536 0.34077 1.32806
H -1.93208 -0.11267 0.86375
H -2.41020 1.35171 1.90055
H -4.55742 0.03457 3.66245
H -3.14849 0.91042 4.30592
H -3.45088 -0.69728 4.93267
H 1.38886 1.79475 0.11018
H 2.33935 0.49414 0.95615
H 3.09534 2.00718 0.76410
H -0.10110 3.38865 1.43818
H 1.43395 4.07257 2.15751
H 0.15948 3.52954 3.21793
H 2.86359 0.90805 3.40634
H 1.78086 2.13306 4.37318
H 3.18639 2.72461 3.23151
H 3.67284 -1.77973 4.56206
H 3.12173 -2.88064 5.95432
H 2.70410 -1.09347 5.92428
H 2.66563 -3.30759 3.00828
H 0.95492 -3.80485 3.10755
H 2.12981 -4.24258 4.35230
H -0.46186 -1.81825 5.26038
H 0.84776 -2.01640 6.44505
H 0.10389 -3.43568 5.60751
C 2.30748 3.97421 -5.54343
C 2.54518 2.64263 -5.83457
C 1.90440 1.63489 -5.08414
C 0.84778 1.98345 -4.22021
C 0.50862 3.33346 -4.02927
C 1.23231 4.35737 -4.67211
Ge -0.18203 0.64067 -3.10981
C 0.82094 -1.03327 -3.53863
C 0.20306 -2.06449 -4.24062
C 0.73581 -3.36891 -4.23726
C 1.91931 -3.66384 -3.63147
C 2.60941 -2.61580 -3.01622
C 2.02747 -1.37757 -2.87164
C -1.98204 0.64606 -3.73278
C -2.79129 -0.46226 -3.38468
C -4.17634 -0.39416 -3.35773
C -4.81127 0.80116 -3.78718
C -4.03609 1.86805 -4.27733
C -2.64103 1.80890 -4.19710
H 2.92610 4.76335 -5.92337
H 3.28883 2.37802 -6.62271
H 2.23071 0.59279 -5.26283
H -0.15770 3.64014 -3.25404
H 0.96608 5.38898 -4.63766
H -0.68864 -1.81199 -4.89837
H 0.15598 -4.09414 -4.91564
H 2.41403 -4.64271 -3.77671
H 3.58881 -2.73365 -2.62251
H 2.54205 -0.58503 -2.34213
H -2.34019 -1.34985 -2.93468
H -4.80378 -1.24945 -3.02753
H -5.91111 0.88567 -3.73340
H -4.53657 2.75512 -4.54235
H -2.07175 2.72366 -4.47820
*
```